Record 1
Here is a 10-piece molecular cluster, C30H32F8O30 overall in a non-equilibrium geometry from OMol25. Energies are from the ωB97M-V functional and the def2-TZVPD basis.

Atoms and positions in Å:
C  20.379  22.184  11.237
C  21.411  22.468  12.282
O  20.665  23.000  13.363
C  19.625  23.616  12.840
O  19.015  24.505  13.374
O  19.317  23.129  11.594
H  20.007  21.159  11.263
H  20.704  22.317  10.208
H  22.234  23.073  11.901
H  21.797  21.504  12.609
C  18.980  17.919  12.095
C  17.560  17.319  12.048
O  17.636  16.279  12.993
C  18.764  16.361  13.731
O  19.037  15.650  14.638
O  19.552  17.367  13.275
H  18.871  19.001  12.075
H  19.547  17.577  11.227
H  17.361  16.910  11.060
H  16.860  18.060  12.432
C  18.362  23.111  16.419
C  19.372  23.894  17.220
O  20.612  23.514  16.687
C  20.502  22.236  16.291
O  21.374  21.450  16.141
O  19.172  21.927  16.187
F  19.300  23.503  18.532
H  18.157  23.513  15.429
H  17.484  22.743  16.940
H  19.241  24.975  17.232
C  16.251  22.196  12.462
C  15.890  22.560  13.881
O  16.601  21.604  14.636
C  16.967  20.588  13.878
O  17.645  19.664  14.236
O  16.595  20.799  12.608
F  14.547  22.374  14.048
H  17.023  22.865  12.078
H  15.381  22.273  11.814
H  16.212  23.533  14.249
C  22.966  20.770  7.688
C  22.993  19.299  8.042
O  22.886  18.727  6.757
C  22.459  19.607  5.833
O  22.054  19.358  4.746
O  22.426  20.837  6.395
F  21.898  18.882  8.752
H  24.039  20.990  7.704
H  22.393  21.412  8.350
H  23.887  19.003  8.584
C  23.788  25.618  16.195
C  23.302  25.792  14.779
O  24.495  25.854  13.991
C  25.507  25.411  14.744
O  26.613  25.211  14.362
O  25.137  25.236  16.043
F  22.601  26.942  14.654
H  23.279  24.898  16.836
H  23.704  26.560  16.748
H  22.678  24.937  14.509
C  18.248  24.160  7.956
C  16.988  23.379  8.323
O  16.865  22.444  7.265
C  17.543  22.925  6.224
O  17.507  22.452  5.120
O  18.318  23.953  6.541
F  15.856  24.150  8.272
H  19.053  23.601  8.438
H  18.241  25.199  8.269
H  17.020  22.836  9.265
C  18.654  19.257  5.976
C  18.370  18.168  7.030
O  18.325  18.900  8.211
C  18.981  20.061  8.055
O  19.083  20.866  8.940
O  19.373  20.188  6.796
F  19.493  17.369  7.071
H  17.757  19.687  5.534
H  19.351  18.810  5.272
H  17.533  17.511  6.791
C  21.582  24.160  6.527
C  23.040  24.604  6.374
O  23.387  24.817  7.713
C  22.594  24.170  8.533
O  22.857  24.026  9.693
O  21.539  23.619  7.865
F  23.281  25.706  5.656
H  21.441  23.461  5.703
H  20.862  24.966  6.385
H  23.557  23.738  5.951
C  22.816  18.124  12.960
C  24.280  17.683  13.166
O  24.818  18.710  13.971
C  24.103  19.839  13.715
O  24.465  20.947  13.924
O  22.993  19.518  13.019
F  24.907  17.679  11.957
H  22.186  17.880  13.820
H  22.419  17.625  12.079
H  24.409  16.713  13.645

Results
Energy above the lowest of the compared OMol25 structures with the same formula, charge and spin = 2.8 kJ/mol
HOMO-LUMO gap = 11.10 eV
Total charge = 0
DFT total energy = -4218.64415 Ha
Largest force on an atom = 2.81 eV/Å
SMILES string = O=C1OC[C@@H](F)O1.O=C1OC[C@@H](F)O1.O=C1OC[C@@H](F)O1.O=C1OC[C@@H](F)O1.O=C1OC[C@@H](F)O1.O=C1OC[C@@H](F)O1.O=C1OC[C@@H](F)O1.O=C1OC[C@@H](F)O1.O=C1OCCO1.O=C1OCCO1

=====

Record 2
Here is C30H32N9NaS as an isolated structure from OMol25. Energies are from the ωB97M-V functional and the def2-TZVPD basis.

Atoms and positions in Å:
Na  -0.005  -0.057  -0.175
N  -1.684  -3.520  -2.974
C  -1.245  -2.772  -1.904
S  0.393  -2.223  -1.960
N  -2.124  -2.587  -0.958
N  -1.735  -1.672  -0.008
C  -2.012  -1.961  1.207
C  -2.509  -3.275  1.694
C  -3.541  -3.340  2.625
C  -3.978  -4.563  3.112
C  -3.372  -5.735  2.686
C  -2.333  -5.679  1.765
C  -1.909  -4.459  1.266
C  -1.770  -0.907  2.237
C  -1.232  -1.261  3.478
C  -1.023  -0.279  4.425
C  -1.387  1.026  4.120
C  -1.912  1.281  2.865
N  -2.089  0.353  1.928
H  -0.970  -3.959  -3.526
H  -2.536  -4.035  -2.816
H  -4.013  -2.426  2.966
H  -4.791  -4.598  3.826
H  -3.707  -6.690  3.069
H  -1.856  -6.591  1.430
H  -1.112  -4.412  0.536
H  -0.974  -2.294  3.670
H  -0.592  -0.527  5.386
H  -1.271  1.831  4.833
H  -2.202  2.291  2.593
C  2.610  -4.259  3.057
C  1.878  -4.082  1.895
C  1.572  -2.799  1.454
C  2.010  -1.713  2.195
C  2.756  -1.875  3.361
C  3.053  -3.156  3.784
N  1.598  -0.430  1.702
N  2.009  0.528  2.372
C  1.529  1.814  1.945
C  2.128  2.901  2.568
C  1.661  4.166  2.254
C  0.613  4.283  1.354
C  0.089  3.128  0.791
N  0.541  1.910  1.069
H  2.845  -5.257  3.403
H  1.538  -4.935  1.323
H  1.024  -2.647  0.530
H  3.083  -1.011  3.921
H  3.630  -3.303  4.688
H  2.925  2.734  3.278
H  2.098  5.043  2.712
H  0.201  5.246  1.087
H  -0.731  3.184  0.084
C  1.383  0.993  -3.204
C  2.576  1.263  -4.150
N  3.739  1.718  -3.386
C  3.363  2.906  -2.626
C  2.227  2.568  -1.626
N  1.795  1.176  -1.800
C  2.943  0.298  -1.524
C  4.130  0.662  -2.452
H  0.994  -0.020  -3.311
H  0.557  1.682  -3.397
H  2.333  2.028  -4.891
H  2.860  0.360  -4.694
H  3.052  3.677  -3.334
H  4.248  3.279  -2.104
H  1.362  3.220  -1.773
H  2.567  2.695  -0.595
H  2.618  -0.733  -1.668
H  3.216  0.413  -0.471
H  4.455  -0.205  -3.030
H  4.990  1.015  -1.879

Results
Energy above the lowest of the compared OMol25 structures with the same formula, charge and spin = 15.9 kJ/mol
HOMO-LUMO gap = 5.93 eV
Total charge = 0
DFT total energy = -2215.69741 Ha
Largest force on an atom = 0.41 eV/Å

=====

Record 3
Here is one molecule with the formula C30H33BBr2O2 in a non-equilibrium geometry from OMol25. Energies are from the ωB97M-V functional and the def2-TZVPD basis.

Atoms and positions in Å:
C  4.150  2.029  -0.188
C  3.028  1.042  0.101
C  2.815  0.170  -1.135
O  3.418  0.240  1.194
B  2.182  -0.163  1.841
C  1.885  -1.691  1.310
C  0.586  -2.103  1.044
C  0.359  -3.336  0.410
C  1.437  -4.155  0.055
C  2.744  -3.739  0.345
C  2.960  -2.512  0.985
C  2.437  -0.136  3.534
C  1.404  -0.620  4.375
C  0.359  0.231  4.991
O  1.100  0.721  1.475
C  1.655  1.707  0.625
C  1.934  2.965  1.441
C  0.675  2.042  -0.484
H  3.845  2.720  -0.984
H  4.426  2.596  0.708
H  5.033  1.478  -0.534
H  2.651  0.802  -2.018
H  3.713  -0.434  -1.311
H  1.962  -0.511  -1.020
H  -0.259  -1.471  1.324
H  -0.667  -3.643  0.193
H  1.266  -5.110  -0.439
H  3.603  -4.357  0.076
H  3.983  -2.199  1.205
H  3.352  -0.746  3.644
H  2.643  0.942  3.697
H  1.407  -1.675  4.662
H  -0.602  -0.308  4.904
H  0.296  1.139  4.365
H  2.252  3.783  0.783
H  1.019  3.276  1.961
H  2.717  2.789  2.191
H  1.106  2.808  -1.142
H  0.432  1.158  -1.083
H  -0.250  2.440  -0.052
Br  -3.270  5.302  7.936
C  -2.104  3.871  7.527
C  -1.042  4.062  6.629
C  -0.173  3.001  6.341
C  -0.383  1.726  6.887
C  0.569  0.577  6.447
C  0.522  -0.652  7.337
C  1.526  -1.544  7.477
C  1.530  -2.647  8.438
C  2.609  -3.562  8.488
C  2.597  -4.646  9.365
C  1.494  -4.837  10.215
Br  1.441  -6.320  11.382
C  0.430  -3.924  10.211
C  0.451  -2.839  9.332
C  -1.464  1.539  7.752
C  -2.318  2.606  8.079
H  -0.904  5.024  6.153
H  0.681  3.169  5.673
H  1.591  0.985  6.564
H  -0.385  -0.785  7.923
H  2.412  -1.466  6.837
H  3.455  -3.421  7.815
H  3.423  -5.347  9.397
H  -0.411  -4.060  10.882
H  -0.379  -2.135  9.321
H  -1.685  0.557  8.186
H  -3.159  2.435  8.743

Results
HOMO-LUMO gap = 7.09 eV
Total charge = 0
DFT total energy = -6486.32884 Ha
Largest force on an atom = 3.94 eV/Å

=====

Record 4
Here is C30H33BrN2ReS5SbSi as an isolated structure in a non-equilibrium geometry from OMol25. Energies are from the ωB97M-V functional and the def2-TZVPD basis.

Atoms and positions in Å:
Re  0.511  -0.109  -0.145
C  -0.833  3.871  0.542
C  0.545  3.604  -0.074
N  1.150  2.353  0.371
C  1.596  2.336  1.758
C  0.518  1.937  2.777
S  -0.753  0.752  2.185
C  -2.280  1.746  2.454
C  -2.773  2.471  1.190
N  -1.679  2.731  0.295
H  -1.229  4.807  0.107
H  -0.741  4.036  1.617
H  1.208  4.456  0.147
H  0.416  3.525  -1.155
H  1.964  2.188  -0.229
H  1.999  3.317  2.065
H  2.407  1.605  1.829
H  -0.018  2.804  3.157
H  1.002  1.444  3.621
H  -2.057  2.439  3.267
H  -3.025  1.034  2.808
H  -3.312  3.384  1.500
H  -3.477  1.823  0.663
H  -1.971  2.705  -0.672
S  2.301  -0.007  -1.672
Sb  1.531  -1.059  -3.875
S  -0.579  -2.251  -2.958
S  -0.150  -2.282  -1.011
S  3.006  -2.764  -4.128
C  5.606  -3.728  -0.022
C  4.508  -3.603  -0.856
C  3.369  -2.971  -0.396
C  3.296  -2.441  0.886
C  4.405  -2.595  1.713
C  5.549  -3.227  1.268
Si  1.710  -1.531  1.471
C  2.265  -0.769  3.141
C  1.512  -0.955  4.292
C  1.885  -0.385  5.497
C  3.032  0.389  5.574
C  3.800  0.576  4.439
C  3.419  0.002  3.240
C  0.650  -2.995  2.143
C  -0.733  -3.023  2.021
C  -1.476  -4.089  2.500
C  -0.839  -5.140  3.134
C  0.536  -5.112  3.295
C  1.269  -4.053  2.797
H  6.505  -4.216  -0.375
H  4.533  -3.981  -1.868
H  2.514  -2.885  -1.052
H  4.377  -2.213  2.723
H  6.400  -3.329  1.930
H  0.617  -1.560  4.243
H  1.279  -0.540  6.381
H  3.333  0.832  6.513
H  4.700  1.175  4.487
H  4.037  0.142  2.363
H  -1.246  -2.200  1.536
H  -2.549  -4.107  2.368
H  -1.412  -5.983  3.496
H  1.036  -5.928  3.798
H  2.344  -4.045  2.915
Br  -4.194  2.538  -4.346
C  -2.819  1.727  -3.279
C  -3.175  0.839  -2.282
C  -2.181  0.294  -1.487
C  -0.827  0.632  -1.632
C  -0.525  1.505  -2.686
C  -1.497  2.056  -3.507
H  -4.211  0.571  -2.135
H  -2.478  -0.422  -0.723
H  0.507  1.786  -2.877
H  -1.225  2.727  -4.311

Results
HOMO-LUMO gap (alpha / beta) = 5.38 / 5.98 eV
Total charge = -1
DFT total energy = -6445.55489 Ha
Largest force on an atom = 3.49 eV/Å
Multiplicity = 2

=====

Record 5
Here is C30H33BrN8O3SW as an isolated structure in a non-equilibrium geometry from OMol25. Energies are from the ωB97M-V functional and the def2-TZVPD basis.

Atoms and positions in Å:
W  0.097  -0.510  1.240
C  0.301  -3.975  -1.472
C  -0.039  -2.738  -0.723
N  0.756  -2.145  0.099
C  2.103  -2.683  0.375
C  2.996  -1.503  0.661
N  2.310  -0.609  1.635
C  2.518  -0.948  3.069
C  1.867  0.180  3.841
N  0.534  0.477  3.227
C  0.200  1.919  3.163
C  -1.172  2.052  2.523
N  -1.382  0.959  1.543
C  -2.484  0.924  0.875
C  -3.553  1.947  0.998
C  -2.568  -0.231  -0.047
C  -3.639  -0.554  -0.859
C  -3.552  -1.669  -1.679
C  -2.391  -2.432  -1.669
C  -1.350  -2.054  -0.848
N  -1.449  -0.978  -0.041
H  0.628  -4.758  -0.785
H  1.116  -3.780  -2.175
H  -0.540  -4.355  -2.043
H  2.486  -3.254  -0.467
H  2.038  -3.354  1.234
H  3.149  -0.926  -0.251
H  3.968  -1.817  1.039
H  2.698  0.322  1.493
H  3.580  -1.026  3.306
H  2.038  -1.903  3.281
H  2.475  1.084  3.785
H  1.751  -0.077  4.892
H  -0.170  0.028  3.812
H  0.967  2.419  2.580
H  0.198  2.368  4.157
H  -1.275  3.023  2.037
H  -1.956  1.981  3.279
H  -3.160  2.934  0.742
H  -3.916  1.994  2.029
H  -4.399  1.746  0.350
H  -4.530  0.057  -0.862
H  -4.376  -1.939  -2.326
H  -2.300  -3.297  -2.310
O  1.327  1.396  -7.631
S  0.162  2.188  -7.263
O  -0.821  1.459  -6.471
O  -0.381  3.043  -8.284
C  0.926  3.269  -6.038
N  1.571  4.413  -6.346
C  2.208  5.029  -5.363
C  2.258  4.553  -4.049
C  1.569  3.379  -3.843
N  0.900  2.769  -4.807
C  1.444  2.612  -2.578
C  1.733  3.047  -1.283
C  1.459  2.223  -0.211
N  0.950  0.979  -0.329
C  0.734  0.551  -1.598
C  0.948  1.307  -2.708
H  2.713  5.952  -5.626
H  2.811  5.075  -3.279
H  2.125  4.039  -1.099
H  1.654  2.580  0.791
H  0.343  -0.445  -1.723
H  0.715  0.944  -3.705
Br  -2.916  -4.880  5.609
C  -2.101  -3.708  4.407
C  -1.179  -4.183  3.486
C  -0.573  -3.301  2.602
C  -0.836  -1.918  2.597
C  -1.799  -1.496  3.537
C  -2.422  -2.357  4.427
H  -0.938  -5.237  3.461
H  0.129  -3.737  1.902
H  -2.121  -0.457  3.577
H  -3.158  -1.986  5.129

Results
Energy above the lowest of the compared OMol25 structures with the same formula, charge and spin = 40.7 kJ/mol
HOMO-LUMO gap (alpha / beta) = 2.47 / 1.94 eV
Total charge = +2
DFT total energy = -4865.48037 Ha
Largest force on an atom = 2.59 eV/Å
Multiplicity = 3

=====

Record 6
Here is C30H33CaF5I2N3O5PTe as an isolated structure in a non-equilibrium geometry from OMol25. Energies are from the ωB97M-V functional and the def2-TZVPD basis.

Atoms and positions in Å:
Ca  -0.289  -0.554  -0.996
I  -6.224  4.484  0.486
C  -4.657  3.302  -0.189
C  -4.823  2.490  -1.300
C  -3.768  1.709  -1.766
I  -4.187  0.455  -3.360
C  -2.495  1.740  -1.162
O  -1.438  1.122  -1.589
C  -2.397  2.517  0.023
C  -1.140  2.385  0.848
N  -0.842  0.974  1.139
C  -1.868  0.310  1.946
C  -1.859  -1.208  1.824
C  -2.658  -1.991  2.650
C  -2.658  -3.362  2.475
C  -1.847  -3.926  1.501
C  -1.086  -3.086  0.717
N  -1.097  -1.752  0.875
C  -3.447  3.289  0.490
H  -5.778  2.448  -1.805
H  -1.264  2.975  1.765
H  -0.272  2.783  0.314
H  0.066  0.871  1.576
H  -2.841  0.657  1.590
H  -1.819  0.576  3.011
H  -3.287  -1.518  3.396
H  -3.286  -3.990  3.095
H  -1.816  -4.994  1.339
H  -0.451  -3.470  -0.074
H  -3.321  3.867  1.399
C  1.358  1.008  -5.406
P  0.441  1.244  -3.891
C  1.379  2.425  -2.923
C  -1.028  2.144  -4.328
O  0.513  -0.073  -3.043
H  1.811  1.956  -5.699
H  0.694  0.648  -6.190
H  2.132  0.260  -5.235
H  1.412  3.384  -3.442
H  2.392  2.060  -2.757
H  0.875  2.554  -1.964
H  -0.682  2.863  -5.078
H  -1.427  2.665  -3.464
H  -1.783  1.494  -4.758
F  0.877  -2.123  -4.740
Te  -0.532  -2.029  -3.543
F  0.918  -2.252  -2.179
F  -1.854  -2.735  -4.668
F  -0.265  -3.883  -3.408
F  -1.029  -0.601  -4.758
O  -1.622  -1.848  -2.106
C  -0.767  -0.528  5.429
O  0.227  -0.260  4.445
C  0.852  -1.338  3.882
C  0.497  -2.657  4.094
C  1.212  -3.666  3.454
C  2.266  -3.361  2.613
C  2.624  -2.035  2.402
C  1.920  -1.029  3.034
N  2.294  0.340  3.006
C  3.074  1.038  2.194
C  3.483  0.844  0.882
C  4.633  1.608  0.465
C  5.174  1.454  -0.763
C  4.566  0.526  -1.670
C  3.425  -0.141  -1.368
C  2.774  0.052  -0.094
O  1.633  -0.421  0.138
H  -0.356  -1.132  6.239
H  -1.620  -1.042  4.983
H  -1.086  0.437  5.810
H  -0.331  -2.905  4.740
H  0.926  -4.697  3.614
H  2.816  -4.148  2.114
H  3.470  -1.796  1.778
H  2.000  0.825  3.842
H  3.452  1.935  2.679
H  5.087  2.288  1.179
H  6.052  2.010  -1.058
H  5.025  0.364  -2.639
H  2.947  -0.826  -2.059

Results
HOMO-LUMO gap = 5.99 eV
Total charge = 0
DFT total energy = -4085.34951 Ha
Largest force on an atom = 1.95 eV/Å